{"formula": "C3H9O2", "method": "ωB97M-V/def2-TZVPD", "orbital_gap_ev": 7.40, "de_lowest_kj_mol": 85.6, "charge": -1, "molar_mass_g_mol": 77.103, "symbols": ["H", "C", "H", "H", "H", "O", "C", "H", "H", "H", "H", "O", "C", "H"], "positions_angstrom": [[0.1418, -1.8813, -2.8454], [-0.2913, 1.4044, 2.4001], [0.8553, 0.2582, -0.6251], [-0.7211, 0.2196, 0.6824], [0.1359, 0.5222, -2.2240], [-1.0968, -0.2066, -0.6774], [0.1192, -0.1526, -1.3384], [-0.1988, 1.0270, 3.4204], [0.1091, -2.2525, -1.1269], [-1.1280, 2.1181, 2.3720], [1.5993, -1.6039, -1.8845], [-0.6197, 0.2081, 1.7308], [0.4979, -1.5510, -1.8672], [0.5970, 1.8903, 1.9831]], "forces_ev_per_angstrom": [[-0.3043, 0.5194, -0.0644], [-0.9604, -1.3983, -0.6603], [0.7085, -0.3410, -0.2739], [-0.7262, -0.2893, 0.0921], [-0.0652, 0.2383, 0.0558], [0.5040, 0.6621, -0.3800], [-1.6106, -0.2736, -0.1130], [0.5666, 0.8356, 0.3676], [0.1798, -0.1217, 0.0091], [0.0660, 0.2132, 0.0289], [-0.0660, -0.3482, -0.1065], [0.3860, 0.2487, -0.0740], [1.0989, -0.0090, 0.7717], [0.2228, 0.0639, 0.3468]], "mulliken_charge": [0.26, -0.51, 0.13, 0.35, 0.19, -0.89, -0.09, 0.16, 0.26, 0.21, 0.28, -0.55, -1.02, 0.21]}